Entry 1:
One molecule with the formula C2H5NO2, computed with ωB97M-V with the def2-TZVPD basis set.

Output
energy above the lowest of the compared OMol25 structures with the same formula, charge and spin	0.364	eV
E_LUMO	0.022	hartree
HOMO level	-9.88	eV
DFT total energy	-284.45399	Ha
spin multiplicity	1
HOMO-LUMO gap	10.4674	eV
maximum force	0.91	eV/A
structure (SMILES)	CNC(=O)O

```
10
Properties=species:S:1:pos:R:3:forces:R:3
C -0.8487 0.6152 0.6546 -0.1 0.8 0.3
N -0.3381 0.1697 -0.6109 0.2 -0.1 0.1
C 0.6772 -0.7120 -0.7993 0.0 0.6 -0.1
O 1.0198 -1.1074 -1.8777 0.1 -0.2 -0.3
O 1.2550 -1.1406 0.3600 0.3 -0.3 0.8
H -1.9251 0.6144 0.6631 -0.5 -0.1 -0.1
H -0.5260 -0.0226 1.4523 0.2 -0.4 0.2
H -0.5475 1.6377 0.9149 0.1 -0.1 -0.2
H -0.7417 0.5289 -1.4553 -0.1 -0.1 -0.1
H 1.9752 -0.5832 0.6984 -0.4 -0.1 -0.5
```
Positions in Å, forces in eV/Å.

These are the Mulliken partial charges, in e, on atoms 1 to 5: number 1, C, carries -0.8022; number 2, N, carries -0.1331; number 3, C, carries 0.5688; number 4, O, carries -0.5570; number 5, O, carries -0.5084

=====

Entry 2:
A 3-piece molecular cluster, C31H43F3N4O7PSSi overall at a distorted geometry, computed with ωB97M-V with the def2-TZVPD basis set.

Output
E_LUMO	-0.202	hartree
HOMO level	-10.36	eV
charge	+1
DFT total energy	-3280.05966	Ha
spin multiplicity	1
HOMO-LUMO gap	4.8616	eV
maximum force	10.30	eV/A

```
91
Properties=species:S:1:pos:R:3:forces:R:3
C 3.3131 6.3747 2.2181 2.0 -9.8 2.3
C 3.7493 5.0530 2.5255 -3.7 8.6 -1.3
C 4.0417 3.5091 3.0960 0.2 1.7 -1.1
C 2.8007 2.5892 2.5441 -2.0 -2.4 -2.2
C 2.9946 1.9180 1.0499 -3.6 -0.4 3.1
C 4.3529 2.2125 0.1515 0.0 1.2 -0.4
O 5.3639 1.1334 0.3082 -3.4 0.2 -0.8
N 6.5253 1.6605 0.7351 4.6 2.1 -3.3
O 7.2543 1.9566 -0.2269 -2.8 -1.3 3.9
C 1.7358 0.9420 0.5359 0.4 1.5 2.0
C 1.9582 0.2786 -0.9474 -0.9 -0.8 0.0
C 2.3915 -1.3345 -0.8605 -1.9 -0.3 0.1
O 3.7934 -1.5233 -0.4295 -1.9 -3.7 1.5
C 3.7844 -2.8678 0.2331 5.3 -1.2 5.0
O 4.6980 -3.2280 1.1740 -6.1 3.0 -6.7
C 0.3556 0.7056 1.4582 4.1 1.6 -0.3
C -0.8882 -0.2510 0.9955 -1.9 -1.6 -0.7
F -0.7006 -1.0490 -0.2336 0.7 2.2 3.5
F -1.0820 -1.3184 2.0524 0.7 2.9 -2.4
C -2.3064 0.5905 0.7024 1.0 0.9 0.7
C -2.6378 0.7628 -0.8941 -0.2 -0.4 0.9
Si -4.2090 1.9375 -0.9877 -1.1 0.0 0.0
C -4.6734 2.4415 -2.7889 -0.3 0.7 -1.7
C -5.7247 0.9796 -0.1888 -0.6 0.3 0.5
C -4.0127 3.5591 0.0324 0.5 4.1 2.9
C -4.6180 3.6391 1.5894 2.2 4.4 -1.8
C -4.4682 5.0788 2.4221 1.1 -0.3 -2.8
C -3.7556 6.4265 1.8116 -0.2 -4.3 -2.7
C -3.1442 6.3043 0.2663 -1.9 -3.0 2.2
C -3.2805 4.8908 -0.5993 -1.1 1.1 3.8
N 0.2428 1.4299 2.8204 4.1 0.1 -2.1
P -1.1987 1.3451 3.8929 -2.2 2.6 1.4
S -2.1052 3.1007 4.0903 1.1 -1.5 -0.3
C 1.3797 2.3099 3.3858 2.4 -0.5 -2.5
C 1.3297 3.0948 4.8313 0.1 0.8 -1.0
C 0.9809 4.6894 4.4652 0.2 6.0 3.6
O 1.1588 5.7033 5.3227 -1.4 -7.8 -6.6
F 0.4851 4.9880 3.0732 1.6 -1.3 4.3
H 2.6375 7.3191 1.9591 2.1 -2.5 0.6
H 4.2073 3.4946 4.2526 -0.7 0.2 -2.2
H 5.1028 3.2188 2.6313 -2.7 0.2 0.9
H 4.9092 3.2210 0.4661 -1.7 -2.1 -0.4
H 4.1168 2.3720 -1.0082 0.3 -0.7 2.7
H 0.9271 0.4270 -1.5314 2.3 -0.8 1.2
H 2.7690 0.7813 -1.6168 -1.4 -0.5 1.7
H 1.7243 -1.8826 -0.0476 1.0 1.5 -1.8
H 2.1858 -1.8945 -1.8804 0.5 1.5 1.9
H 2.9588 -3.6936 0.0028 1.5 2.3 -0.1
H -2.1125 1.6692 1.1602 -0.5 -2.1 -0.9
H -3.1817 0.1138 1.3369 1.9 0.7 -1.5
H -3.0094 -0.2711 -1.3008 1.1 1.9 0.5
H -1.7540 1.2421 -1.4928 -1.5 -1.3 1.1
H -3.8275 3.1281 -3.2718 -1.7 -1.6 0.9
H -5.6622 3.0972 -2.8415 2.0 -1.4 0.4
H -4.8761 1.5180 -3.5053 0.6 1.9 1.5
H -5.4403 0.5654 0.8809 -0.7 0.7 -2.2
H -6.5775 1.7924 -0.0380 1.7 -1.8 -0.3
H -6.1269 0.1238 -0.8828 0.8 1.6 1.5
H -5.1491 2.7474 2.1327 1.2 1.9 -1.3
H -4.9055 5.0852 3.5258 1.0 0.1 -2.6
H -3.6591 7.4338 2.4306 -0.3 -2.5 -1.5
H -2.6030 7.2572 -0.1554 -1.2 -2.2 0.7
H -2.8110 4.9271 -1.6904 -1.2 -0.3 2.6
H -0.7257 0.9080 5.1913 0.2 -0.3 -1.3
H -2.2248 0.4400 3.4784 1.4 -0.2 -0.2
H 2.3916 3.1551 5.3760 -2.3 -0.3 -1.7
H 0.6180 2.6399 5.6351 1.0 1.2 -1.8
C -0.6895 -2.6593 -5.5000 0.0 0.1 -0.2
C -0.7148 -2.2730 -4.0478 -0.1 0.0 0.7
O -0.5634 -1.1122 -3.6748 0.1 0.0 0.0
N -0.9146 -3.2642 -3.1299 0.2 1.0 -0.6
C -1.1103 -4.6724 -3.3714 0.0 -0.3 0.5
H -0.5223 -1.7705 -6.1139 0.0 -0.1 0.3
H 0.1250 -3.3654 -5.6842 -0.2 -0.1 -0.1
H -1.6481 -3.1016 -5.7853 0.2 -0.1 0.0
H -0.9200 -2.9332 -2.1717 0.0 -0.1 -0.3
H -2.0790 -4.9578 -2.9541 0.0 -0.2 -0.2
H -0.3189 -5.2197 -2.8537 -0.3 -0.1 -0.3
H -1.0867 -4.9204 -4.4336 0.0 0.1 0.2
C 2.2772 -8.6458 -3.0895 0.0 0.0 -0.3
C 1.6704 -7.5807 -2.2198 -0.2 0.4 0.4
O 1.1683 -6.5606 -2.6855 0.4 -0.4 0.1
N 1.6899 -7.7763 -0.8685 -0.1 0.4 -0.9
C 2.2291 -8.8985 -0.1409 -0.1 0.1 0.4
H 2.1905 -8.3562 -4.1398 0.0 0.1 0.3
H 3.3375 -8.7643 -2.8495 -0.1 -0.2 0.0
H 1.7468 -9.5914 -2.9463 0.2 0.0 0.0
H 1.2647 -7.0200 -0.3441 0.1 -0.3 -0.1
H 1.4205 -9.3464 0.4419 0.2 -0.2 0.0
H 2.9996 -8.5254 0.5381 0.0 -0.3 0.0
H 2.6616 -9.6532 -0.7993 -0.1 0.2 0.1
```
Positions in Å, forces in eV/Å.

These are the Mulliken partial charges, in e, on atoms 1 to 5: number 1, C, carries -0.4670; number 2, C, carries 0.0550; number 3, C, carries -0.9488; number 4, C, carries 0.1762; number 5, C, carries 0.0791

=====

Entry 3:
C16H22BeBr3CaCl5F7MgN5O9 as an isolated structure at a distorted geometry, computed with ωB97M-V with the def2-TZVPD basis set.

Output
E_LUMO	-0.339	hartree
HOMO level	-11.17	eV
charge	+2
DFT total energy	-13187.19999	Ha
spin multiplicity	1
HOMO-LUMO gap	1.9590	eV
maximum force	7.31	eV/A

```
70
Properties=species:S:1:pos:R:3:forces:R:3
C 6.3885 1.4899 1.9111 -0.3 -0.5 0.9
C 5.0659 1.0228 1.0521 2.0 1.8 0.7
Br 4.4016 -0.6112 1.9725 0.0 0.7 -1.2
C 4.0503 2.2816 1.0895 1.3 -0.4 -0.9
Br 3.4310 2.4578 2.9790 0.0 0.2 -1.0
C 2.9179 2.3163 -0.0277 -1.2 -0.1 -0.6
C 3.0026 1.2285 -1.2116 0.2 1.2 -1.1
C 2.3942 -0.2007 -0.9500 2.9 -0.5 -2.7
N 1.2536 -0.3913 0.0242 -1.4 1.2 -1.8
N 1.5065 -1.6596 0.5625 -2.2 -3.2 0.3
C 1.2630 -2.7805 -0.3496 2.6 -6.6 -0.3
O 1.8058 -3.8858 -0.0451 -2.9 5.7 -1.2
F 0.5301 -2.7590 -1.5504 1.6 1.3 3.3
C 0.9997 -2.0282 1.8587 -0.2 0.0 7.3
O 1.4405 -1.7277 3.0015 -1.9 -1.1 -6.8
F -0.1876 -2.8693 1.8928 2.8 1.9 -1.3
C 0.9206 0.7195 0.9495 -0.6 3.7 2.7
C -0.6761 0.9300 1.1921 -1.6 -0.5 -1.5
F -1.3420 1.4277 0.0003 1.8 -1.2 2.8
F -1.3954 -0.2619 1.5042 2.0 2.0 -0.6
C -1.0252 1.9869 2.3565 -1.5 1.9 2.5
F -2.2369 1.5513 3.0115 3.4 1.4 -2.0
F -0.0533 2.1112 3.3786 -2.2 -0.6 -2.9
F -1.2493 3.3165 1.8467 0.6 -3.8 1.2
C 1.3847 2.2133 0.4521 0.5 0.7 -1.5
H 6.4495 2.6225 2.0587 -0.2 -1.6 -0.5
H 7.3686 1.1364 1.4371 -1.6 0.3 0.7
H 6.2669 1.0339 2.9737 0.5 0.8 -1.9
H 5.4679 0.7631 0.0130 -1.1 0.3 1.4
H 4.7292 3.2111 0.9192 -1.3 -1.7 0.4
H 2.9923 3.3486 -0.5621 -0.1 -1.8 1.1
H 2.4405 1.6972 -2.1175 0.9 -0.8 1.7
H 4.0912 1.1004 -1.5996 -2.0 0.0 0.8
H 3.2832 -0.8997 -0.6732 -1.9 1.2 0.2
H 2.0301 -0.6159 -1.9770 0.2 0.8 1.9
H 0.3879 -0.4985 -0.5857 0.2 0.3 -0.2
H 1.4196 0.6567 2.0010 -0.7 -0.6 -1.9
H 1.2164 3.0211 1.2432 0.0 -1.7 -0.7
H 0.7824 2.5635 -0.4814 0.8 -0.9 1.7
C -1.7581 -0.9671 -3.1657 3.0 -0.2 -3.6
O -0.9104 -0.6226 -2.3145 0.4 0.4 2.0
O -3.0188 -1.0674 -2.9454 -4.8 -0.8 3.4
O -1.5028 -1.2746 -4.3594 1.1 -0.3 -0.2
C -0.8156 -6.2309 -0.6909 0.4 0.1 0.2
Cl -0.1865 -7.0770 -2.1090 -0.2 0.2 -0.1
Cl -2.0367 -7.2008 0.1409 -0.1 0.1 -0.1
H 0.0066 -6.0290 -0.0047 -0.1 -0.1 -0.1
H -1.2678 -5.2914 -1.0109 0.1 -0.1 0.0
Ca -3.8219 -2.8661 -2.3744 0.8 0.8 -0.7
C -4.8596 4.6026 -0.6047 0.1 0.9 0.4
O -4.8310 5.7380 -0.1602 0.0 -0.3 -0.1
N -4.0367 3.6255 -0.1633 0.7 -0.6 0.5
N -5.7181 4.2206 -1.5793 -0.7 0.0 -0.6
H -4.0438 2.6854 -0.5159 0.0 0.1 0.0
H -3.3838 3.8707 0.5613 -0.1 0.0 -0.1
H -6.3480 4.9231 -1.9336 0.1 -0.1 0.2
H -5.7592 3.2927 -1.9594 0.1 0.1 0.1
N 5.5910 -2.1572 5.3688 -3.4 2.8 5.4
O 5.5546 -1.0940 4.7590 1.1 -1.9 -0.8
O 5.0043 -2.2888 6.4381 0.8 -0.7 -0.9
O 6.2454 -3.1260 4.8778 3.2 -2.8 -3.9
C -8.1851 -0.8398 -3.4507 0.2 0.2 1.2
Cl -8.2323 -1.0898 -5.2089 -0.2 0.1 -0.9
Cl -6.5130 -0.8096 -2.8723 -0.1 0.2 -0.1
H -8.6731 0.1042 -3.2067 0.2 0.0 -0.1
H -8.7090 -1.6628 -2.9649 0.0 0.0 -0.4
Mg -8.0588 1.2462 -6.4845 0.7 1.2 2.0
Br -7.1538 3.3694 -4.1315 -0.9 -1.8 -2.0
Cl 7.1629 -4.9579 5.2677 -1.6 2.4 0.5
Be -3.2575 -6.0442 -2.7533 0.1 0.1 0.1
```
Positions in Å, forces in eV/Å.

These are the Mulliken partial charges, in e, on atoms 1 to 5: number 1, C, carries -0.9189; number 2, C, carries -0.0635; number 3, Br, carries 0.0061; number 4, C, carries -0.9444; number 5, Br, carries -0.0320

=====

Entry 4:
C12H16F3IrN5OTe as an isolated structure, computed with ωB97M-V with the def2-TZVPD basis set.

Output
energy above the lowest of the compared OMol25 structures with the same formula, charge and spin	0.000	eV
E_LUMO (alpha / beta)	-0.097 / -0.209	hartree
HOMO level (alpha / beta)	-10.94 / -12.64	eV
charge	+1
DFT total energy	-1487.43197	Ha
spin multiplicity	5
HOMO-LUMO gap (alpha / beta)	8.3006 / 6.9367	eV
maximum force	0.41	eV/A

```
39
Properties=species:S:1:pos:R:3:forces:R:3
Ir 0.1552 0.0748 -0.6340 -0.2 -0.3 -0.2
N 4.2343 2.2425 2.1646 -0.1 0.0 -0.1
N 2.9478 1.8381 1.8677 0.1 0.0 0.0
N 1.9540 2.0256 2.7030 0.0 0.0 0.1
C 0.9651 1.4064 2.0843 0.0 -0.1 0.0
N 1.3839 0.8677 0.9289 0.2 0.2 0.0
N 2.6704 1.1613 0.8045 0.1 0.0 0.0
H 4.1611 3.0548 2.7698 0.0 0.0 0.0
H 4.6963 2.4819 1.2926 0.0 0.0 0.0
H -0.0432 1.3436 2.4536 0.0 0.0 0.0
Te 0.9788 -1.4323 -2.6300 0.1 0.1 0.0
C 2.8635 -2.0925 -2.0753 0.1 -0.1 0.0
C 3.5620 -2.9333 -2.9465 -0.1 0.0 0.0
C 4.8163 -3.3986 -2.5893 0.0 0.0 0.0
C 5.3712 -3.0340 -1.3704 0.0 0.0 0.0
C 4.6789 -2.1969 -0.5032 0.0 0.0 0.0
C 3.4286 -1.7207 -0.8536 -0.1 0.0 -0.1
H 3.1313 -3.2237 -3.8959 0.0 0.0 0.0
H 5.3618 -4.0468 -3.2611 0.0 0.0 0.0
H 6.3501 -3.4018 -1.0947 0.0 0.0 0.0
H 5.1204 -1.9127 0.4424 0.0 0.0 0.0
H 2.8950 -1.0505 -0.1920 0.0 -0.1 0.0
F -2.5225 0.5843 -1.6063 0.0 -0.1 0.0
C -1.3647 1.2715 -1.4221 -0.2 0.3 0.1
F -1.6649 2.2910 -0.5703 0.0 -0.1 0.0
F -1.0824 1.8443 -2.6103 0.1 0.0 0.0
C -1.3968 -3.7771 0.1675 0.0 0.0 0.0
C 0.0740 -3.6890 0.5920 0.0 0.0 0.0
C 0.0963 -2.4176 1.4119 0.0 0.1 0.0
O -0.7836 -1.5195 0.6920 0.0 -0.1 0.1
C -1.8747 -2.3215 0.1421 0.0 0.2 0.0
H -1.9705 -4.3508 0.8934 0.0 0.0 0.0
H -1.5169 -4.2570 -0.8013 0.0 0.0 0.0
H 0.7312 -3.5791 -0.2737 0.0 0.0 0.0
H 0.4025 -4.5587 1.1568 0.0 0.0 0.0
H 1.0702 -1.9351 1.4845 0.0 0.0 0.0
H -0.3135 -2.5594 2.4154 0.0 0.0 0.0
H -2.0764 -1.9342 -0.8558 0.0 0.0 0.0
H -2.7496 -2.1474 0.7674 0.0 0.0 0.0
```
Positions in Å, forces in eV/Å.

These are the Mulliken partial charges, in e, on atoms 1 to 5: number 1, Ir, carries 0.8514; number 2, N, carries -0.5622; number 3, N, carries 1.1827; number 4, N, carries -0.8814; number 5, C, carries -0.2110